No. 1
C42H50BiFNPSb | ωB97M-V/def2-TZVPD

Lowest unoccupied orbital energy ... -3.099 eV
Net charge ... +1
E_tot ... -2581.033775 hartree
HOMO energy ... -9.93 eV

Geometry as XYZ:
```
97
Properties=species:S:1:pos:R:3:nbo_charge:R:1
Bi -0.222 -0.532 -0.276 1.400
C 5.664 1.708 0.186 -0.643
C 5.538 0.458 -0.637 0.018
C 6.675 -0.077 -1.236 -0.200
C 6.623 -1.213 -2.028 -0.172
C 5.410 -1.840 -2.257 -0.220
C 4.268 -1.330 -1.666 -0.180
C 4.315 -0.203 -0.842 -0.368
P 2.700 0.258 -0.116 0.853
C 2.569 2.070 -0.359 -0.266
C 2.422 2.348 -1.726 -0.220
C 2.206 3.631 -2.185 -0.213
C 2.109 4.666 -1.264 -0.192
C 2.259 4.401 0.084 -0.202
C 2.495 3.114 0.572 -0.031
C 2.664 2.957 2.060 -0.644
C 2.806 -0.203 1.646 -0.399
C 3.981 -0.667 2.236 -0.196
C 3.989 -1.097 3.553 -0.212
C 2.813 -1.079 4.289 -0.178
C 1.632 -0.656 3.699 -0.251
C 1.602 -0.226 2.374 0.054
C 0.316 0.258 1.780 -0.877
H 6.706 1.900 0.436 0.229
H 5.098 1.637 1.114 0.215
H 5.284 2.569 -0.367 0.237
H 7.628 0.412 -1.071 0.220
H 7.530 -1.605 -2.469 0.226
H 5.355 -2.716 -2.891 0.224
H 3.313 -1.808 -1.847 0.208
H 2.492 1.529 -2.437 0.216
H 2.104 3.823 -3.245 0.226
H 1.923 5.677 -1.600 0.225
H 2.204 5.218 0.795 0.218
H 3.140 3.846 2.474 0.233
H 3.264 2.095 2.328 0.224
H 1.696 2.850 2.558 0.222
H 4.899 -0.686 1.664 0.231
H 4.913 -1.435 4.004 0.229
H 2.814 -1.399 5.323 0.226
H 0.715 -0.637 4.277 0.218
H 0.353 1.335 1.603 0.251
H -0.522 0.060 2.445 0.245
C -2.516 -2.187 2.605 -0.596
C -3.793 -1.447 2.199 -0.238
C -3.816 -0.050 2.823 -0.603
C -4.006 -1.536 0.689 -0.037
C -4.963 -2.459 0.269 -0.220
C -5.253 -2.661 -1.068 -0.184
C -4.577 -1.935 -2.029 -0.221
C -3.607 -1.007 -1.670 -0.032
C -2.925 -0.216 -2.774 -0.239
C -3.945 0.608 -3.567 -0.597
C -2.130 -1.138 -3.708 -0.597
C -3.315 -0.810 -0.302 0.180
N -2.308 0.153 0.050 -0.848
C -2.663 1.490 -0.108 0.082
C -3.986 1.965 -0.065 -0.204
C -4.274 3.314 -0.171 -0.205
C -3.266 4.254 -0.344 -0.228
C -1.959 3.812 -0.460 -0.252
C -1.706 2.465 -0.357 0.309
F -0.415 2.030 -0.574 -0.361
H -2.478 -2.320 3.688 0.224
H -1.642 -1.607 2.302 0.191
H -2.474 -3.173 2.133 0.193
H -4.632 -1.988 2.643 0.211
H -2.988 0.562 2.475 0.210
H -3.745 -0.141 3.909 0.212
H -4.748 0.464 2.594 0.221
H -5.504 -3.024 1.019 0.214
H -6.014 -3.374 -1.356 0.221
H -4.824 -2.080 -3.074 0.217
H -2.225 0.494 -2.334 0.204
H -4.690 -0.035 -4.037 0.205
H -3.445 1.179 -4.351 0.214
H -4.461 1.309 -2.909 0.221
H -2.798 -1.794 -4.268 0.213
H -1.434 -1.767 -3.148 0.193
H -1.560 -0.545 -4.425 0.216
H -4.788 1.251 0.052 0.221
H -5.307 3.634 -0.121 0.225
H -3.493 5.309 -0.410 0.227
H -1.133 4.487 -0.648 0.238
C -0.672 -5.186 0.019 -0.940
Sb 0.008 -3.319 0.837 1.111
C 2.058 -3.666 0.292 -0.977
C 0.163 -3.871 2.908 -0.946
H -0.114 -5.973 0.522 0.241
H -0.464 -5.214 -1.048 0.243
H -1.738 -5.322 0.185 0.245
H 2.374 -4.596 0.763 0.241
H 2.701 -2.854 0.629 0.241
H 2.139 -3.773 -0.789 0.234
H 0.943 -4.626 2.992 0.242
H -0.786 -4.280 3.248 0.242
H 0.426 -2.997 3.497 0.243
```

***

No. 2
C29H30I2N3OPd | ωB97M-V/def2-TZVPD

⟨S²⟩ ... 2.005
Relative energy (zero: lowest compared OMol25 entry of this formula, charge and spin) ... 0.0 kJ/mol
Lowest unoccupied orbital energy (spin up / spin down) ... 2.110 / 2.110 eV
Net charge ... -1
Spin multiplicity ... 3
E_tot ... -2085.885360 hartree
HOMO energy (spin up / spin down) ... -3.39 / -3.79 eV

Geometry as XYZ:
```
66
Properties=species:S:1:pos:R:3:lowdin_spin:R:1
Pd 0.583 0.070 0.271 1.311
I -5.931 -1.678 3.897 0.001
C -4.134 -1.737 2.826 0.007
C -3.099 -2.554 3.260 0.000
C -1.909 -2.555 2.556 0.008
I -0.333 -3.766 3.196 0.001
C -1.676 -1.751 1.403 0.008
O -0.561 -1.766 0.779 0.074
C -2.774 -0.933 1.006 0.005
C -2.588 -0.014 -0.165 0.000
N -1.636 1.061 0.144 0.017
C -1.939 1.835 1.336 0.004
C -1.381 1.176 2.582 0.007
C -2.139 1.028 3.735 0.001
C -1.579 0.391 4.828 0.002
C -0.276 -0.069 4.741 0.000
C 0.414 0.133 3.556 0.007
N -0.124 0.745 2.506 0.051
C -3.971 -0.942 1.703 -0.001
H -3.214 -3.180 4.134 0.000
H -3.566 0.395 -0.452 0.000
H -2.175 -0.559 -1.017 0.000
H -1.534 1.666 -0.661 0.000
H -3.016 2.002 1.470 0.001
H -1.462 2.812 1.223 0.000
H -3.169 1.362 3.751 0.000
H -2.164 0.232 5.726 0.000
H 0.191 -0.602 5.558 0.000
H 1.429 -0.223 3.425 0.001
H -4.780 -0.302 1.369 0.000
C 3.505 1.753 0.878 0.014
C 3.567 0.464 0.059 0.039
C 5.006 -0.062 0.041 0.017
C 2.590 -0.579 0.587 0.206
H 4.187 2.516 0.492 0.000
H 3.782 1.546 1.919 0.000
H 2.495 2.172 0.895 0.008
H 3.286 0.698 -0.975 0.004
H 5.330 -0.314 1.057 0.001
H 5.704 0.680 -0.364 0.004
H 5.078 -0.966 -0.567 0.001
H 2.788 -0.768 1.652 0.021
H 2.704 -1.526 0.054 0.012
C 1.541 -3.404 -4.175 0.003
C 1.132 -3.483 -2.847 0.000
C 0.812 -2.346 -2.123 0.003
C 0.891 -1.069 -2.703 0.006
C 1.319 -1.001 -4.043 0.005
C 1.631 -2.147 -4.761 0.000
N 0.628 0.052 -1.940 0.100
C 0.137 1.200 -2.508 0.011
C 0.427 2.443 -1.906 0.015
C -0.172 3.621 -2.331 0.000
C -1.067 3.625 -3.393 0.009
C -1.348 2.411 -4.020 0.000
C -0.766 1.228 -3.595 0.010
H 1.787 -4.297 -4.736 0.000
H 1.054 -4.450 -2.364 0.000
H 0.485 -2.425 -1.093 0.000
H 1.424 -0.030 -4.512 0.000
H 1.963 -2.052 -5.789 0.000
H 1.145 2.456 -1.091 0.006
H 0.077 4.552 -1.832 0.000
H -1.529 4.544 -3.728 0.001
H -2.049 2.385 -4.847 0.000
H -1.024 0.295 -4.079 0.000
```

***

No. 3
C10H13N3O2 | ωB97M-V/def2-TZVPD

SMILES ... N=C=Nn1cccc1.C=C(C)C.O=C=O
Relative energy (zero: lowest compared OMol25 entry of this formula, charge and spin) ... 334.6 kJ/mol
Lowest unoccupied orbital energy ... 0.499 eV
E_tot ... -703.485006 hartree
HOMO energy ... -8.61 eV

Geometry as XYZ:
```
28
Properties=species:S:1:pos:R:3:nbo_charge:R:1
C -3.331 -1.526 2.089 0.638
C -3.800 1.552 -0.735 -0.273
C -3.645 0.646 -1.824 -0.322
C -3.556 0.896 0.424 -0.112
C -3.337 -0.548 -1.276 -0.035
C -0.022 -1.382 0.730 1.034
C 3.652 0.777 -1.745 -0.648
C 3.985 -1.082 -0.122 -0.430
C 3.761 1.325 0.667 -0.637
C 3.734 0.217 -0.360 0.037
N -3.747 -2.074 3.097 -0.656
N -3.320 -0.444 0.050 -0.187
N -2.894 -1.362 0.953 -0.349
O 0.039 -1.100 -0.370 -0.506
O -0.189 -1.589 1.848 -0.529
H -3.999 2.684 -0.746 0.228
H -3.801 0.878 -2.902 0.233
H -3.452 1.142 1.445 0.213
H -2.932 -1.426 -1.872 0.230
H 3.696 0.155 -2.585 0.217
H 2.614 1.166 -1.846 0.216
H 4.395 1.546 -1.871 0.213
H 4.209 -1.487 0.976 0.195
H -3.339 -1.790 3.969 0.391
H 4.176 -1.752 -0.937 0.200
H 2.754 1.575 0.753 0.214
H 4.021 0.861 1.655 0.208
H 4.327 2.144 0.536 0.215
```

***

No. 4
C37H62IN10O2 | ωB97M-V/def2-TZVPD

Lowest unoccupied orbital energy ... -4.295 eV
Net charge ... +1
E_tot ... -2442.398582 hartree
HOMO energy ... -10.89 eV

Geometry as XYZ:
```
112
Properties=species:S:1:pos:R:3:lowdin_charge:R:1
C 4.512 -2.600 3.302 -0.045
C 4.606 -1.917 1.940 -0.273
O 5.568 -2.570 1.111 -0.149
C 5.395 -2.156 -0.238 -0.233
C 6.734 -1.857 -0.889 -0.158
C 7.297 -0.510 -0.425 -0.165
C 7.043 0.667 -1.377 -0.165
C 5.677 0.642 -2.077 -0.134
C 4.514 1.046 -1.226 -0.148
C 4.608 1.366 0.102 -0.055
C 3.441 1.712 0.778 -0.705
I 3.585 2.227 2.819 0.956
N 2.230 1.744 0.276 0.115
N 2.178 1.434 -1.014 -0.058
C 0.804 1.435 -1.598 -0.076
C 0.014 2.694 -1.258 -0.167
C -1.376 2.391 -0.699 -0.196
C -1.391 1.437 0.492 -0.217
C -2.797 1.357 1.107 -0.198
C -3.671 0.325 0.377 -0.194
C -5.170 0.686 0.448 -0.188
C -6.105 -0.486 0.774 -0.171
C -6.836 -1.064 -0.418 -0.260
O -6.073 -2.092 -1.031 -0.187
C -6.885 -2.985 -1.775 -0.105
C 3.218 1.119 -1.760 0.072
H 3.485 -2.533 3.643 0.070
H 5.109 -2.060 4.028 0.073
H 4.822 -3.635 3.232 0.078
H 3.621 -1.940 1.494 0.063
H 4.940 -0.886 2.087 0.090
H 4.846 -2.902 -0.812 0.118
H 4.833 -1.225 -0.226 0.087
H 7.434 -2.636 -0.598 0.117
H 6.635 -1.934 -1.968 0.093
H 6.936 -0.303 0.578 0.101
H 8.370 -0.628 -0.321 0.117
H 7.807 0.776 -2.135 0.098
H 7.054 1.579 -0.783 0.109
H 5.726 1.364 -2.894 0.136
H 5.432 -0.312 -2.537 0.111
H 5.538 1.347 0.636 0.098
H 0.341 0.519 -1.249 0.129
H 0.913 1.351 -2.670 0.125
H -0.145 3.219 -2.197 0.112
H 0.560 3.381 -0.620 0.111
H -1.880 3.311 -0.421 0.117
H -1.950 1.925 -1.498 0.117
H -1.168 0.426 0.157 0.098
H -0.646 1.697 1.242 0.107
H -2.721 1.031 2.139 0.113
H -3.278 2.327 1.021 0.095
H -3.381 0.264 -0.670 0.104
H -3.528 -0.656 0.816 0.108
H -5.283 1.409 1.254 0.077
H -5.490 1.190 -0.459 0.109
H -5.591 -1.277 1.314 0.113
H -6.881 -0.097 1.431 0.098
H -7.779 -1.484 -0.070 0.099
H -7.095 -0.285 -1.139 0.112
H -7.173 -3.847 -1.176 0.087
H -7.795 -2.509 -2.134 0.070
H -6.326 -3.301 -2.649 0.082
H 3.050 0.902 -2.801 0.158
C -6.655 -0.065 5.241 -0.078
C -6.672 1.144 4.430 -0.273
N -6.687 2.096 3.780 0.151
H -6.351 0.178 6.256 0.078
H -7.652 -0.497 5.270 0.080
H -5.960 -0.785 4.813 0.080
C -6.178 4.940 2.124 -0.094
C -6.557 6.051 1.256 -0.288
N -6.855 6.921 0.565 0.120
H -5.303 4.436 1.719 0.067
H -5.944 5.310 3.120 0.081
H -6.992 4.225 2.197 0.049
C -9.863 3.404 5.575 -0.064
C -9.239 2.368 6.388 -0.271
N -8.746 1.548 7.027 0.142
H -9.673 3.206 4.522 0.075
H -10.936 3.414 5.752 0.084
H -9.448 4.375 5.836 0.085
C 6.959 -1.266 -5.169 -0.078
C 8.213 -1.193 -4.428 -0.290
N 9.199 -1.134 -3.836 0.144
H 6.630 -0.263 -5.434 0.048
H 7.100 -1.841 -6.081 0.091
H 6.198 -1.749 -4.558 0.068
C 9.950 2.543 -5.695 -0.061
C 8.776 1.946 -6.320 -0.267
N 7.857 1.460 -6.815 0.134
H 10.062 3.572 -6.029 0.086
H 9.840 2.526 -4.613 0.078
H 10.838 1.979 -5.969 0.089
C 6.101 -5.558 -0.241 -0.075
C 5.756 -6.914 0.165 -0.280
N 5.484 -7.983 0.494 0.128
H 5.911 -4.867 0.579 0.062
H 7.154 -5.506 -0.514 0.088
H 5.497 -5.268 -1.099 0.079
C 1.431 -5.082 1.756 -0.047
C 1.529 -3.787 1.093 -0.263
N 1.606 -2.767 0.564 0.126
H 1.749 -4.989 2.792 0.085
H 0.402 -5.432 1.727 0.089
H 2.069 -5.804 1.250 0.087
C -10.105 1.729 -1.744 -0.064
C -10.118 0.292 -1.498 -0.273
N -10.128 -0.843 -1.305 0.144
H -10.901 2.207 -1.177 0.084
H -9.148 2.148 -1.439 0.078
H -10.258 1.923 -2.804 0.085
```